# 1
Below is a molecular structure, C46H49N4PbS, with properties calculated with wB97M-V/def2-TZVPD.

ΔE to the lowest compared entry with this formula, charge and spin	0.0759	eV
max |F|	0.00565	hartree/bohr
HOMO level	-9.1	eV
HOMO-LUMO gap	0.2173	Ha
charge	+1

```
101
Properties=species:S:1:pos:R:3:forces:R:3
C 2.026 -0.012 3.031 0.0 0.0 0.0
C 1.508 -0.571 1.852 0.0 0.0 -0.1
C 0.005 -4.614 2.557 0.0 0.0 0.0
C 1.080 -4.767 0.027 0.0 0.1 -0.1
C 0.832 5.056 2.312 0.0 0.0 0.0
H 1.177 8.310 0.224 0.0 0.0 0.0
C -2.611 5.170 -0.419 0.0 0.0 0.0
C -4.182 3.364 -0.986 0.0 0.0 0.0
H 5.412 1.515 1.604 0.0 0.0 0.0
H -1.004 -5.832 -0.977 0.0 0.0 0.0
H -0.685 -4.685 3.395 0.0 0.0 0.0
Pb 0.515 0.182 -0.934 0.0 0.1 0.1
H 5.251 -2.046 0.180 0.0 0.0 0.0
N -0.275 -4.234 0.144 0.1 -0.2 -0.2
H 1.443 4.229 1.979 0.0 0.0 0.0
H 5.124 -1.391 3.114 0.0 0.0 0.0
C -1.833 2.838 -0.987 0.1 0.1 0.1
C -1.233 -5.315 -0.046 0.0 0.0 0.2
H 3.979 -3.247 0.059 0.0 0.0 0.0
C -2.133 -0.105 1.332 0.0 0.0 0.0
H 3.768 1.444 4.640 0.0 0.0 0.0
H -3.446 1.437 -1.465 0.0 0.0 0.0
C -0.696 2.121 -1.033 0.1 0.0 0.1
C 4.780 2.299 1.209 0.0 0.0 0.0
H -0.195 -0.370 4.164 0.0 0.0 0.0
C -0.796 7.089 3.221 0.0 0.0 0.0
C 3.652 -1.748 1.587 0.0 0.0 0.0
S 2.304 5.635 -0.629 0.0 0.0 0.0
N 0.100 -5.973 1.908 0.0 0.0 0.0
N 1.517 2.469 -0.414 -0.3 0.1 -0.1
H 1.016 4.481 4.362 0.0 0.0 0.0
C 0.374 9.250 -1.517 0.0 0.0 0.0
H 1.782 -3.982 0.296 0.0 0.0 0.0
H 6.107 3.906 1.740 0.0 0.0 0.0
C -1.168 -6.287 1.159 0.0 0.0 0.0
H 2.172 -5.927 1.555 0.0 0.0 0.0
H 1.001 -4.374 2.930 0.0 0.0 0.0
C -0.807 1.687 2.443 0.0 0.0 0.0
H -0.998 7.656 1.177 0.0 0.0 0.0
H 1.242 -6.938 0.433 0.0 0.0 0.0
C -0.857 0.184 2.126 0.1 0.0 0.1
H 1.447 0.708 3.588 0.0 0.0 0.0
C 3.571 1.974 0.625 0.0 -0.1 0.0
H 3.263 0.937 0.563 0.0 0.0 0.0
C 2.363 -1.465 1.163 0.1 0.0 0.0
C 0.303 5.956 1.386 0.0 0.0 0.0
H -1.271 7.654 -3.999 0.0 0.0 0.0
C 0.142 6.894 -1.014 0.0 0.0 0.0
C 3.114 4.299 0.178 0.0 0.0 0.0
H -1.934 -0.367 3.916 0.0 0.0 0.0
C 4.335 4.614 0.772 0.0 0.0 0.0
H 0.245 -6.680 2.625 0.0 0.0 0.0
C -0.460 -3.636 1.462 -0.1 0.1 0.0
C -0.234 6.212 4.131 0.0 0.0 0.0
H -2.218 -1.176 1.129 0.0 0.0 0.0
N 0.267 -0.301 1.293 -0.1 0.0 0.0
C 0.611 8.167 -0.687 0.0 0.0 0.0
H -0.508 9.920 -3.358 0.0 0.0 0.0
C 5.165 3.630 1.284 0.0 0.0 0.0
H -0.952 -1.676 3.258 0.0 0.0 0.0
H -1.519 -3.402 1.577 0.0 0.0 0.0
H -1.716 1.994 2.966 0.0 0.0 0.0
C -0.320 9.076 -2.707 0.0 0.0 0.0
C -3.213 2.453 -1.171 0.0 0.0 0.0
H -5.222 3.097 -1.125 0.0 0.0 0.0
C 0.398 3.078 -0.658 0.2 -0.1 0.1
C -3.871 4.733 -0.596 0.0 0.0 0.0
H 5.136 -3.305 1.401 0.0 0.0 0.0
C -0.512 6.725 -2.229 0.0 0.0 0.0
H -2.132 0.431 0.384 0.0 0.0 0.0
H -1.127 -7.335 0.865 0.0 0.0 0.0
C 1.263 -5.984 0.959 0.1 0.0 0.0
H 4.847 0.080 4.944 0.0 0.0 0.0
C 0.580 5.188 3.667 0.0 0.0 0.0
H 3.209 0.080 5.602 0.0 0.0 0.0
H 0.039 1.952 3.076 0.0 0.0 0.0
H -2.415 6.192 -0.131 0.0 0.0 0.0
H 1.269 -5.059 -1.005 0.0 0.0 0.0
H -1.449 7.883 3.561 0.0 0.0 0.0
H -0.834 5.742 -2.541 0.0 0.0 0.0
C -0.533 6.961 1.862 0.0 0.0 0.0
H 0.741 10.229 -1.238 0.0 0.0 0.0
H 2.008 -1.916 0.242 0.0 0.0 0.0
C -0.171 4.423 -0.469 -0.1 -0.1 -0.1
C 4.547 -2.640 0.767 0.0 0.0 0.0
H -2.238 -4.904 -0.130 0.0 0.0 0.0
H 0.088 -2.696 1.523 0.0 0.0 0.0
H -1.990 -6.147 1.859 0.0 0.0 0.0
C -1.517 4.247 -0.610 0.1 0.0 0.0
C 4.121 -1.173 2.765 0.0 0.0 0.0
C -0.752 7.809 -3.062 0.0 0.0 0.0
C 3.814 0.357 4.737 0.0 0.0 0.0
C 2.717 2.954 0.116 0.0 0.0 0.0
C 3.307 -0.307 3.486 0.0 0.0 0.0
H -0.741 2.274 1.530 0.0 0.0 -0.1
C -0.978 -0.601 3.446 0.0 0.0 0.0
C 0.526 5.708 -0.113 0.0 0.0 0.0
H -3.017 0.217 1.883 0.0 0.0 0.0
H -4.697 5.417 -0.447 0.0 0.0 0.0
H 4.625 5.655 0.824 0.0 0.0 0.0
H -0.435 6.316 5.189 0.0 0.0 0.0
```
Positions in Å, forces in eV/Å.

***

# 2
Below is a molecular structure, C46H49N4PbS, with properties calculated with wB97M-V/def2-TZVPD.

ΔE to the lowest compared entry with this formula, charge and spin	0.9764	eV
max |F|	0.00804	hartree/bohr
HOMO level (spin up / spin down)	-8.5 / -7.7	eV
HOMO-LUMO gap (spin up / spin down)	0.2111 / 0.1807	Ha
charge	+1

```
101
Properties=species:S:1:pos:R:3:forces:R:3
H 4.764 -0.190 -3.628 0.0 0.0 0.0
H -1.252 -4.117 3.259 0.0 0.0 0.0
C -4.882 -0.762 1.574 0.0 0.0 0.0
H -4.958 -0.010 3.577 0.0 0.0 0.0
C -3.052 0.379 2.675 0.0 0.0 0.0
C -4.350 -0.123 2.686 0.0 0.1 0.0
H 5.243 1.137 -0.294 0.0 0.0 0.0
H -6.803 -1.047 2.508 0.0 0.0 0.0
C -2.338 6.080 -0.470 0.0 0.0 0.0
S 0.621 7.030 -0.952 0.0 0.0 0.0
N 5.075 -0.513 -1.578 -0.1 0.0 0.0
C -0.411 -2.368 0.285 0.1 0.0 -0.2
H -4.278 0.429 -1.761 0.0 0.0 0.0
H -4.500 -1.430 -0.416 0.0 0.0 0.0
H -1.486 0.706 4.114 0.0 0.0 0.0
C 2.987 0.441 -2.458 0.0 0.0 0.0
H 2.571 -2.313 -0.641 -0.1 -0.1 0.1
C -0.172 -3.115 4.821 0.0 0.0 0.0
C -3.970 4.437 0.143 0.0 0.0 0.0
C 4.791 0.147 -0.251 0.0 -0.1 -0.1
C -2.293 0.240 1.522 -0.1 0.1 0.2
C 1.510 -2.231 2.813 0.0 0.0 0.0
C -4.090 -0.912 0.437 -0.1 0.1 0.0
H 5.537 4.473 -1.326 0.0 0.0 0.0
C -0.312 -5.115 -0.663 0.0 0.0 0.0
C 2.237 6.421 -1.114 0.0 0.0 0.0
H -4.408 6.523 -0.167 0.0 0.0 0.0
H 2.179 -1.917 2.022 0.0 0.1 0.0
H -0.368 -1.041 -2.840 0.0 0.0 0.0
C 2.224 5.030 -0.984 0.0 -0.1 -0.1
H -2.185 -2.702 -2.483 0.0 0.0 0.0
C 3.251 0.188 -0.095 0.0 0.1 -0.1
H -6.862 -0.947 0.747 0.0 0.0 0.0
C 0.907 -2.299 5.137 0.0 0.0 0.0
H -0.713 0.697 -2.761 0.0 0.0 0.0
H -1.407 -0.292 -4.062 0.0 0.0 0.0
C -0.220 -6.419 -1.114 0.0 0.0 0.0
H 3.407 3.241 -0.936 0.0 0.0 0.0
H 0.464 -8.411 -0.690 0.0 0.0 0.0
H 2.437 0.077 -3.324 0.0 0.0 0.0
H 2.446 -2.101 -2.378 0.0 0.0 0.0
H -0.632 -6.682 -2.080 0.0 0.0 0.0
C -1.134 -0.279 -3.006 0.0 -0.1 0.0
H 5.295 -0.439 0.515 0.0 0.0 0.0
C -3.645 5.756 -0.167 0.0 0.0 0.0
N 2.606 -0.336 -1.290 0.0 0.0 0.0
H 4.927 -2.451 -0.784 0.0 0.0 0.0
N -1.900 -0.595 -0.722 -0.1 -0.2 -0.1
C -6.280 -1.319 1.592 0.0 0.0 0.0
H -0.799 -4.360 -1.268 0.0 0.0 0.0
C 1.755 -1.865 4.128 0.0 0.0 0.0
H 5.031 1.281 -2.676 0.0 0.0 0.0
H -3.638 0.631 -3.390 0.0 0.0 0.0
H -2.915 1.518 -2.045 0.0 0.0 0.0
C 4.598 6.400 -1.409 0.0 0.0 0.0
C -2.368 -0.570 -2.148 0.2 0.1 0.0
C -2.478 1.089 3.871 0.0 0.0 0.0
C 4.597 5.008 -1.270 0.0 0.0 0.0
C -1.356 5.084 -0.467 0.0 0.0 0.0
C -2.997 3.450 0.136 0.0 0.0 0.0
H -3.202 -1.860 -3.654 0.0 0.0 0.0
H -2.377 2.159 3.674 0.0 0.0 0.0
C -2.937 -1.919 -2.597 0.0 0.0 0.0
H 2.926 -0.394 0.765 0.0 0.0 0.0
C 0.394 -7.392 -0.333 0.0 0.0 0.0
H 2.698 1.480 -2.301 0.0 0.0 0.0
C 0.826 -5.744 1.367 0.0 0.0 0.0
C 0.426 -3.037 2.482 -0.1 0.0 0.0
C -2.801 -0.402 0.403 0.0 0.0 -0.1
H -3.827 -2.219 -2.051 0.0 0.0 0.0
C -0.975 -1.527 -0.407 -0.1 0.0 0.4
H 3.421 8.195 -1.434 0.0 0.0 0.0
N 0.965 4.486 -0.788 0.0 -0.1 0.2
H 5.532 6.921 -1.572 0.0 0.0 0.0
C 3.420 4.318 -1.059 0.0 0.0 0.0
C 0.114 -3.381 1.066 0.1 -0.1 0.0
C -3.365 0.566 -2.336 0.0 0.0 0.0
H -1.286 0.638 1.523 0.1 -0.1 -0.1
C -1.665 3.744 -0.172 -0.1 -0.1 0.0
H 2.923 1.216 0.059 0.0 -0.1 0.1
C 3.421 7.118 -1.331 0.0 0.0 0.0
H 1.395 -7.800 1.520 0.0 0.0 0.0
H -3.115 0.969 4.747 0.0 0.0 0.0
H -2.085 7.107 -0.710 0.0 0.0 0.0
C 0.208 -4.750 0.591 0.0 0.1 0.0
H -6.268 -2.409 1.526 0.0 0.0 0.0
H -0.836 -3.460 5.603 0.0 0.0 0.0
H 6.082 -0.586 -1.697 0.0 0.0 0.0
C 0.038 5.406 -0.733 -0.1 0.1 0.0
H 1.091 -2.013 6.164 0.0 0.0 0.0
C 4.482 -1.899 -1.610 0.0 0.1 0.0
H -4.993 4.181 0.392 0.0 0.0 0.0
C 0.915 -7.047 0.908 0.0 0.0 0.0
C 2.946 -1.735 -1.482 0.0 0.0 0.0
C 4.514 0.323 -2.701 0.0 -0.1 0.1
H -3.290 2.434 0.380 0.0 0.0 0.0
H 4.794 -2.356 -2.547 0.0 0.0 0.0
Pb 0.035 2.267 -0.314 0.2 0.1 0.0
H 2.612 -1.250 4.373 0.0 0.0 0.0
C -0.407 -3.486 3.505 0.0 0.0 0.0
H 1.243 -5.484 2.332 0.0 0.0 0.0
```
Positions in Å, forces in eV/Å.